Computed, not measured: a cluster of 6 separate species, C11H26Cl8O4 in total at a distorted geometry, with the ωB97M-V functional and the def2-TZVPD basis.

Orbital gap (eV): 9.920
HOMO energy (eV): -9.58
SMILES: COCCOCCOC.ClCCl.ClCCl.ClCCl.ClCCl.CO
E_tot (Eh): -4417.0750
Spin multiplicity: 1
E_LUMO (eV): 0.33

Cartesian coordinates (Å):
Cl (-23.305, 4.618, -2.609)
Cl (-28.915, 1.402, -0.346)
Cl (-23.572, 2.238, -7.457)
Cl (-28.260, 6.598, -3.266)
Cl (-27.892, 6.295, -6.042)
Cl (-25.566, 2.977, -5.537)
Cl (-27.136, 2.989, -2.095)
Cl (-24.195, 6.526, -4.711)
O (-14.891, 4.321, 0.118)
O (-25.993, 10.863, -2.653)
O (-16.584, 2.330, -0.625)
O (-19.075, 3.138, -1.797)
C (-13.908, 5.177, 0.720)
C (-20.258, 3.855, -1.255)
C (-25.312, 9.669, -2.945)
C (-24.010, 3.435, -6.278)
C (-17.443, 1.412, -1.343)
C (-14.504, 2.927, 0.150)
C (-15.162, 2.080, -0.947)
C (-18.914, 1.797, -1.359)
C (-28.843, 2.696, -1.573)
C (-24.581, 5.786, -3.119)
C (-28.804, 5.673, -4.683)
H (-14.353, 6.169, 0.785)
H (-25.560, 5.309, -3.076)
H (-24.622, 6.582, -2.376)
H (-20.293, 3.827, -0.166)
H (-20.289, 4.884, -1.612)
H (-23.248, 3.503, -5.501)
H (-21.198, 3.419, -1.594)
H (-14.932, 1.023, -0.813)
H (-25.650, 9.199, -3.868)
H (-17.153, 1.415, -2.393)
H (-25.942, 11.347, -3.481)
H (-24.162, 4.399, -6.762)
H (-19.339, 1.721, -0.358)
H (-24.253, 9.872, -3.102)
H (-19.547, 1.152, -1.968)
H (-29.203, 3.598, -1.078)
H (-25.245, 8.966, -2.114)
H (-29.877, 5.865, -4.700)
H (-13.687, 4.765, 1.705)
H (-28.561, 4.628, -4.491)
H (-13.426, 2.793, 0.059)
H (-29.589, 2.442, -2.325)
H (-14.693, 2.523, 1.145)
H (-12.988, 5.287, 0.146)
H (-17.232, 0.379, -1.066)
H (-14.909, 2.497, -1.922)



Computed, not measured: a structure of composition C28H51F6MgO23 at a distorted geometry, with the ωB97M-V functional and the def2-TZVPD basis.

Orbital gap (eV): 3.544
Net charge: +1
HOMO energy (eV): -10.76
E_tot (Eh): -3626.8234
Spin multiplicity: 1
E_LUMO (eV): -7.21

Cartesian coordinates (Å):
Mg (4.025, 0.754, 0.182)
F (-3.715, 6.913, 2.271)
F (-2.203, 6.797, 0.759)
F (-4.710, -0.941, -6.666)
F (-3.522, 0.870, -6.670)
F (-4.844, 0.394, -8.348)
F (-2.827, 5.028, 1.838)
O (5.788, -5.183, 0.544)
O (4.141, 0.443, 3.901)
O (-2.424, -5.292, 8.591)
O (2.708, 6.121, -1.085)
O (5.420, -2.999, 0.460)
O (-7.931, -1.732, 0.368)
O (4.939, 0.708, -3.623)
O (0.325, -0.156, -0.533)
O (-2.476, -4.985, 6.444)
O (4.956, -0.824, -5.318)
O (-3.303, -1.404, -9.276)
O (3.588, 4.368, 0.163)
O (4.779, -0.302, 5.993)
O (-1.661, -3.279, 7.743)
O (6.035, 0.950, -5.647)
O (-8.358, -0.467, 1.989)
O (7.407, -3.754, 1.015)
O (2.860, 0.771, 5.790)
O (-6.677, -1.988, 2.217)
O (-4.792, 4.749, 0.198)
O (-4.719, 6.889, -0.531)
O (4.151, 6.551, 0.487)
O (-1.689, -0.728, -7.748)
C (1.786, 1.386, 5.161)
C (1.751, 5.177, -1.710)
C (6.151, -3.921, 0.723)
C (-2.255, -4.881, 9.931)
C (-3.245, 6.158, 1.271)
C (6.052, -0.739, 5.600)
C (-0.247, -2.607, -8.669)
C (-5.768, 4.249, -0.727)
C (-1.824, -0.296, -1.789)
C (6.596, 2.241, -5.342)
C (-4.015, -0.099, -7.378)
C (5.259, 0.297, -4.767)
C (4.024, -1.648, -4.687)
C (-4.339, 6.016, 0.231)
C (-8.190, 0.123, 3.247)
C (4.491, -5.472, 0.059)
C (-2.981, -0.796, -8.268)
C (-2.358, -4.173, 5.259)
C (-2.115, -4.450, 7.621)
C (-7.401, -2.937, -0.229)
C (3.937, 0.289, 5.092)
C (4.795, 6.331, 1.711)
C (-1.012, -0.691, -0.602)
C (-7.536, -1.382, 1.593)
C (8.326, -4.834, 1.369)
C (3.432, 5.556, -0.078)
C (-0.517, -1.118, -8.460)
C (-7.196, 4.746, -0.323)
H (6.425, -1.463, 6.324)
H (2.090, 2.286, 4.627)
H (-8.382, -0.561, 4.074)
H (1.033, 1.723, 5.873)
H (-0.437, -0.564, -9.395)
H (1.237, 4.581, -0.956)
H (-8.935, 0.910, 3.361)
H (6.369, 2.572, -4.329)
H (3.700, -4.811, 0.413)
H (-7.419, 4.543, 0.724)
H (4.508, -5.468, -1.031)
H (-7.976, 4.151, -0.797)
H (-2.834, -3.219, 5.484)
H (5.320, 7.204, 2.098)
H (0.660, -2.854, -9.220)
H (1.306, 0.720, 4.443)
H (-1.357, -4.039, 4.850)
H (3.048, -1.173, -4.784)
H (7.651, 1.971, -5.283)
H (9.117, -4.556, 2.066)
H (-2.616, -3.871, 10.123)
H (4.108, -6.423, 0.429)
H (2.279, 4.491, -2.372)
H (-5.747, 3.162, -0.640)
H (-1.198, -4.766, 10.167)
H (-0.274, -3.150, -7.724)
H (-7.336, 5.801, -0.559)
H (4.197, -1.716, -3.613)
H (-7.245, 0.642, 3.411)
H (-2.348, 0.656, -1.708)
H (5.985, -1.272, 4.652)
H (7.802, -5.640, 1.882)
H (-0.952, -1.779, -0.595)
H (5.445, 5.474, 1.538)
H (0.992, 5.645, -2.338)
H (3.973, -2.637, -5.144)
H (-2.741, -5.608, 10.582)
H (6.750, 0.073, 5.396)
H (0.333, -0.705, -7.917)
H (-6.503, -2.883, -0.843)
H (-7.193, -3.725, 0.495)
H (-2.865, -4.714, 4.459)
H (-8.160, -3.196, -0.967)
H (-1.237, -0.324, -2.707)
H (-5.581, 4.452, -1.782)
H (-1.011, -2.988, -9.346)
H (-2.564, -1.091, -1.879)
H (6.402, 2.984, -6.116)
H (4.090, 5.998, 2.473)
H (-1.597, -0.386, 0.266)
H (8.818, -5.250, 0.490)



Computed, not measured: a cluster of 6 separate species, C39H90N6O6 in total at a distorted geometry, with the ωB97M-V functional and the def2-TZVPD basis.

Orbital gap (eV): 8.665
HOMO energy (eV): -8.12
SMILES: CC1(C)CCCC(C)(C)N1O.CC1(C)CCCC(C)(C)N1O.CC1(C)CCCC(C)(C)N1O.COC[C@H](C)N.COC[C@H](C)N.COC[C@H](C)N
E_tot (Eh): -2319.6901
Spin multiplicity: 1
E_LUMO (eV): 0.54

Cartesian coordinates (Å):
O (-5.376, 4.115, -2.763)
O (4.460, -1.698, -7.006)
O (9.086, -3.880, 1.509)
O (2.731, 0.761, 0.543)
O (-2.796, -4.679, 0.460)
O (-1.079, 3.025, 6.824)
N (-4.823, 2.910, -2.209)
N (1.839, -0.287, 0.257)
N (-2.205, -7.331, 0.432)
N (6.802, -4.174, -0.248)
N (-1.177, 4.109, 5.908)
N (1.703, -1.521, -7.128)
C (3.614, -1.479, -0.926)
C (-5.776, 1.817, -2.415)
C (-0.175, -1.884, -0.956)
C (0.443, 5.306, 7.214)
C (2.078, 0.023, -2.196)
C (2.354, -2.039, -5.911)
C (-5.246, 3.928, 0.057)
C (0.365, 0.320, 2.103)
C (-3.844, 1.890, -0.200)
C (-7.264, 2.060, -2.198)
C (2.168, -0.946, -1.004)
C (-0.961, 5.744, 3.597)
C (-2.093, -7.403, -2.027)
C (1.307, -2.232, -1.115)
C (7.351, -1.879, -1.040)
C (-2.297, 5.132, 3.989)
C (5.585, -1.137, -6.348)
C (-1.900, -6.573, -0.768)
C (-5.523, 1.373, -3.880)
C (-3.500, 3.570, 5.496)
C (1.442, -3.065, -5.210)
C (-4.977, 0.856, -0.124)
C (-5.338, 0.576, -1.589)
C (-4.244, 3.204, -0.876)
C (-2.148, 3.868, 4.834)
C (-0.109, 1.260, -0.135)
C (-2.963, 4.013, -1.035)
C (-4.015, -3.994, 0.743)
C (1.171, 3.939, 5.198)
C (-1.790, 2.664, 3.953)
C (-0.143, 6.068, 4.847)
C (3.743, -2.645, -6.199)
C (0.110, 4.869, 5.784)
C (-2.750, -5.307, -0.807)
C (7.847, -3.162, -0.413)
C (-0.460, -1.167, 0.347)
C (0.455, 0.048, 0.607)
C (9.635, -3.684, 2.788)
C (8.373, -2.780, 0.990)
H (10.184, -4.602, 2.998)
H (-4.651, 0.717, -3.957)
H (-3.718, -3.244, 1.477)
H (0.848, 6.359, 4.488)
H (-0.380, 5.020, 3.015)
H (1.249, 2.993, 5.732)
H (9.083, -1.947, 0.872)
H (-2.576, 4.097, -0.020)
H (1.517, -2.632, -2.108)
H (7.517, -2.444, 1.587)
H (2.324, 1.068, -2.010)
H (5.386, -0.164, -5.878)
H (3.802, -1.976, -1.882)
H (0.996, 1.154, 2.425)
H (-3.760, -5.572, -1.149)
H (-2.958, 1.471, -0.677)
H (-0.991, 6.637, 2.972)
H (8.749, -3.467, -0.950)
H (-4.591, 4.495, -3.175)
H (-1.657, 1.729, 4.490)
H (-2.732, 4.828, 3.030)
H (-2.305, -6.847, -2.941)
H (-1.573, 3.388, 7.566)
H (-2.884, -8.133, -1.852)
H (-1.177, -7.961, -2.238)
H (0.624, -0.540, 2.722)
H (-0.453, 5.657, 7.730)
H (1.368, -2.288, -7.708)
H (1.530, -2.946, -0.324)
H (-0.846, 2.962, 3.490)
H (0.991, -3.731, -5.945)
H (-4.658, -0.151, -2.036)
H (2.111, -3.639, -4.567)
H (-3.621, 2.086, 0.857)
H (6.947, -2.087, -2.032)
H (-2.370, -4.569, -1.523)
H (-0.234, 1.178, -1.213)
H (3.586, -3.544, -6.807)
H (4.299, -0.631, -0.920)
H (7.110, -4.756, 0.528)
H (-0.812, -2.769, -1.053)
H (-6.104, 3.356, 0.402)
H (-3.527, 2.525, 5.814)
H (-4.703, -4.712, 1.187)
H (-4.303, 3.643, 4.759)
H (-5.405, 2.179, -4.600)
H (-6.264, 0.637, -4.224)
H (0.856, 4.489, 7.798)
H (-4.716, 4.418, 0.877)
H (-2.377, -6.733, 1.227)
H (-2.299, 3.442, -1.690)
H (-1.500, -0.831, 0.295)
H (-0.847, -6.266, -0.693)
H (1.095, 6.181, 7.149)
H (-5.849, 1.368, 0.288)
H (-1.083, 1.537, 0.283)
H (2.133, 4.457, 5.138)
H (-3.050, 4.979, -1.533)
H (-7.462, 2.387, -1.176)
H (2.450, -1.137, -5.301)
H (5.946, -3.744, 0.087)
H (4.335, -2.970, -5.344)
H (-4.768, -0.052, 0.433)
H (6.568, -1.360, -0.476)
H (-3.691, 4.192, 6.370)
H (-4.424, -3.459, -0.115)
H (2.738, -0.267, -3.018)
H (-2.516, 2.548, 3.145)
H (2.487, -1.154, -7.670)
H (0.411, 2.206, 0.056)
H (10.291, -2.814, 2.869)
H (-0.413, -1.804, 1.232)
H (-1.534, -8.044, 0.667)
H (-6.259, -0.028, -1.577)
H (-7.599, 2.888, -2.831)
H (6.010, -1.822, -5.619)
H (3.709, -2.205, -0.123)
H (8.133, -1.117, -1.072)
H (0.913, 3.686, 4.169)
H (3.027, 0.607, 1.446)
H (0.659, -2.514, -4.696)
H (-0.657, 0.632, 2.325)
H (6.304, -0.838, -7.115)
H (-0.619, 6.834, 5.461)
H (-5.700, 4.761, -0.489)
H (-7.844, 1.211, -2.544)
H (8.872, -3.613, 3.573)
H (-2.929, 5.883, 4.464)
H (-0.512, -1.285, -1.810)
H (1.053, 0.025, -2.575)



Computed, not measured: a cluster of 2 separate species, C3H4N2O in total, with the ωB97M-V functional and the def2-TZVPD basis.

Orbital gap (eV): 9.430
HOMO energy (eV): -9.01
E_tot (Eh): -301.2624
Spin multiplicity: 1
E_LUMO (eV): 0.42

Cartesian coordinates (Å):
O (1.264, -0.875, 2.123)
N (0.034, 0.350, -1.804)
N (1.028, -0.374, -1.699)
C (-1.019, 0.895, -1.960)
C (0.126, -0.435, 1.632)
C (-0.892, -0.002, 1.160)
H (-1.193, 1.917, -2.264)
H (1.084, -1.501, 2.839)
H (1.356, -0.325, -0.729)
H (-1.788, 0.350, 0.700)



Computed, not measured: a structure of composition H8HfO16S3 at a distorted geometry, with the ωB97M-V functional and the def2-TZVPD basis.

Orbital gap (eV): 5.099
Net charge: -2
HOMO energy (eV): -1.43
E_tot (Eh): -2451.5469
Spin multiplicity: 1
E_LUMO (eV): 3.67

Cartesian coordinates (Å):
Hf (1.087, -36.215, 18.019)
S (-1.836, -35.679, 18.013)
S (0.233, -37.158, 14.571)
S (4.033, -36.722, 17.617)
O (1.163, -36.701, 13.563)
O (1.532, -34.718, 19.893)
O (1.303, -38.453, 17.298)
O (0.542, -36.437, 15.833)
O (3.147, -36.659, 18.819)
O (1.686, -33.968, 17.024)
O (0.972, -37.641, 19.991)
O (-2.815, -35.484, 19.054)
O (-0.985, -36.885, 18.308)
O (0.433, -38.609, 14.905)
O (4.453, -38.065, 17.275)
O (-0.660, -34.776, 18.009)
O (5.172, -35.801, 17.654)
O (-2.484, -35.749, 16.733)
O (-1.165, -36.934, 14.207)
O (2.978, -36.222, 16.701)
H (0.369, -38.374, 20.158)
H (2.430, -34.484, 20.166)
H (0.951, -34.456, 20.617)
H (1.610, -37.640, 20.714)
H (0.878, -38.757, 16.444)
H (1.567, -33.955, 16.061)
H (1.724, -39.222, 17.693)
H (2.048, -33.111, 17.261)



Computed, not measured: a cluster of 2 separate species, C11H18SSi in total at a distorted geometry, with the ωB97M-V functional and the def2-TZVPD basis.

Orbital gap (spin up / spin down) (eV): 7.957 / 7.153
HOMO energy (spin up / spin down) (eV): -8.28 / -7.03
E_tot (Eh): -1117.4743
Spin multiplicity: 1
E_LUMO (spin up / spin down) (eV): -0.33 / 0.12

Cartesian coordinates (Å):
S (0.548, 2.994, 0.326)
Si (0.188, 0.844, 0.478)
C (2.625, 0.715, -0.948)
C (0.627, -0.123, -2.182)
C (-2.562, 1.448, -0.128)
C (-3.257, -1.203, 0.033)
C (-1.966, -0.806, 0.360)
C (-3.794, 1.006, -0.529)
C (-4.181, -0.301, -0.419)
C (0.640, 0.267, 3.503)
C (1.414, -0.071, -0.825)
C (-1.621, 0.576, 0.245)
C (1.613, -1.464, -0.241)
H (-2.304, 2.481, -0.314)
H (2.363, -1.878, -0.848)
H (3.185, 0.713, 0.144)
H (0.240, 0.832, -2.494)
H (2.038, -1.457, 0.795)
H (-4.370, 1.814, -1.019)
H (-0.060, 3.240, 1.368)
H (1.514, 0.829, 3.133)
H (-1.237, -1.461, 0.527)
H (0.636, -0.745, 3.283)
H (0.705, -2.094, -0.079)
H (-0.260, -0.672, -1.962)
H (2.543, 1.812, -1.319)
H (-0.153, 0.445, 4.257)
H (1.237, -0.665, -2.935)
H (-5.071, -0.709, -0.844)
H (-3.335, -2.298, -0.060)
H (3.384, 0.248, -1.717)